Entry 1:
141
Properties=species:S:1:pos:R:3 method="wB97M-V/def2-TZVPD" e_lumo_ev=-12.644 charge=+5 e_tot_ev=-90555.436 homo_ev=-17.49 gap_ev=4.846
C -2.92996 6.93094 5.07391
O -2.54137 5.61518 5.37732
C -3.38256 4.87425 6.19812
C -3.26582 3.37606 5.81525
N -1.73922 3.02200 5.80922
H -1.23066 3.79318 5.40089
H -1.36433 3.07936 6.74530
C -1.23999 1.80639 5.03203
C 0.20559 2.05797 4.64366
O 0.43190 3.34885 4.00914
C 1.59764 3.51445 3.13785
H -3.09026 7.46657 6.00960
H -3.89471 6.95975 4.56742
H -2.19143 7.44070 4.45518
H -4.38921 5.27606 6.08275
H -3.08838 5.05054 7.23276
H -3.69045 3.25352 4.81887
H -3.70419 2.61557 6.46146
H -1.76835 1.64924 4.09168
H -1.27161 1.02188 5.78810
H 0.50795 1.17038 4.08789
H 0.94591 2.05335 5.44366
H 1.55863 2.87283 2.25757
H 2.54274 3.53822 3.68037
H 1.54326 4.52291 2.72777
C 6.05078 -5.62931 1.00017
O 5.20332 -4.50672 0.64560
C 4.51375 -3.95179 1.77862
C 3.53698 -2.86561 1.29023
N 4.14877 -1.92813 0.20670
H 4.54598 -2.51285 -0.51471
H 3.38042 -1.38371 -0.15845
C 5.20925 -0.86054 0.57361
C 4.77686 0.19735 1.56204
O 4.95642 -0.53968 2.76397
C 4.65589 0.19952 4.01419
H 6.48829 -6.14200 0.14352
H 5.44997 -6.38386 1.50790
H 6.95647 -5.31796 1.52064
H 5.25140 -3.53020 2.46143
H 3.93987 -4.72032 2.29642
H 2.95816 -2.33732 2.04784
H 2.84597 -3.33757 0.59177
H 5.29382 -0.39378 -0.40776
H 6.12982 -1.35331 0.88639
H 3.76245 0.56156 1.39949
H 5.47631 1.03308 1.58220
H 5.25839 1.07280 4.26412
H 4.79366 -0.37279 4.93157
H 3.58550 0.40391 4.03868
C 4.17487 6.11326 -0.99222
O 3.23494 5.45507 -1.87181
C 3.24531 4.07493 -2.09158
C 2.37814 3.67304 -3.31115
N 1.11931 4.57231 -3.36479
H 1.40109 5.54122 -3.32129
H 0.60680 4.44597 -4.22588
C 0.16259 4.24769 -2.18482
C -1.08839 5.15438 -2.22989
O -0.60253 6.48901 -2.20471
C -1.70921 7.37832 -2.26122
H 5.24641 5.93642 -1.08515
H 3.90614 5.91244 0.04486
H 3.98870 7.17641 -1.14439
H 3.10711 3.52206 -1.16242
H 4.27545 3.78034 -2.29191
H 1.95560 2.67208 -3.39857
H 2.88509 3.99922 -4.21929
H 0.63131 4.57941 -1.25833
H -0.05456 3.18284 -2.26866
H -1.65204 5.02994 -1.30528
H -1.59601 4.95726 -3.17412
H -2.46044 7.13616 -3.01296
H -1.40455 8.41500 -2.40465
H -2.20370 7.35515 -1.29012
C -1.80161 0.55776 -3.14767
N -1.23681 -0.56637 -3.90052
C -1.97040 -1.02749 -4.96173
C -1.65630 -2.27691 -5.53358
C -0.51554 -2.98545 -5.15401
C 0.15283 -2.52108 -4.06356
C -0.17080 -1.31483 -3.45743
C -0.08741 -4.20266 -5.88125
C -0.98359 -5.22777 -6.14875
C -0.54690 -6.35846 -6.81650
N 0.74781 -6.50775 -7.09904
C 1.67461 -5.54620 -6.84873
C 1.21252 -4.31368 -6.30954
C 1.13701 -7.80994 -7.74367
H -1.33702 0.46912 -2.16562
H -2.86054 0.34886 -2.99561
H -1.52700 1.47156 -3.67461
H -2.78292 -0.40191 -5.30064
H -2.22289 -2.75432 -6.31936
H 1.05107 -3.00304 -3.70680
H 0.41613 -0.87875 -2.66261
H -2.02084 -5.14105 -5.86064
H -1.19913 -7.19365 -7.02497
H 2.69638 -5.75826 -7.12695
H 1.88005 -3.50219 -6.05996
H 2.19286 -8.02802 -7.58326
H 0.94041 -7.58957 -8.79290
H 0.39991 -8.59497 -7.57485
C -0.19806 -2.26573 0.26893
N -1.42955 -2.44826 0.99781
C -2.39922 -3.29421 0.54082
C -3.66639 -3.30403 1.09866
C -4.00877 -2.40204 2.11933
C -2.97630 -1.59421 2.61224
C -1.74713 -1.48964 1.96271
C -5.37254 -2.25661 2.60004
C -6.17946 -3.37485 2.95745
C -7.50829 -3.18725 3.32791
N -7.98054 -1.92665 3.55845
C -7.24969 -0.81340 3.27268
C -5.99216 -1.00250 2.73744
C -9.43448 -1.82682 3.95853
H 0.62735 -2.27615 0.98075
H -0.41724 -1.31875 -0.22431
H -0.10627 -3.09813 -0.42878
H -2.13601 -3.89185 -0.31939
H -4.45369 -3.87181 0.62519
H -3.24158 -0.86257 3.36106
H -1.03090 -0.71950 2.20827
H -5.84067 -4.33657 2.60145
H -8.21158 -3.97963 3.53749
H -7.74477 0.14112 3.17181
H -5.37992 -0.16100 2.44855
H -9.52514 -2.68541 4.62388
H -9.99820 -1.79225 3.02626
H -9.57777 -0.96765 4.61381
B 2.17155 0.79217 -0.78543
F 2.16962 1.86437 0.11710
F 1.35647 1.09793 -1.87596
F 3.47673 0.60517 -1.12817
F 1.68442 -0.31373 -0.15240
B 3.48293 -2.99481 -2.78350
F 3.30121 -3.28442 -4.10554
F 4.76758 -3.40971 -2.36187
F 3.41689 -1.60551 -2.62246
F 2.50246 -3.59887 -1.96928

---

Entry 2:
138
Properties=species:S:1:pos:R:3 method="wB97M-V/def2-TZVPD" e_lumo_ev=-0.264 smiles="[H]/N=C(/N)NCCCC[C@@H]1[C@@H](CCCCCCCCCCCCCCC)[C@@](CC(=O)I)([PH2]=S)S(=O)(=O)O[C@@H]1N.CC#N.CC#N.CC#N.CC#N.CC#N.CC#N.CC#N.CC#N" e_tot_ev=-109908.986 homo_ev=-8.95 gap_ev=8.689
H -8.26797 -2.28935 -3.39334
N -8.23404 -2.70090 -2.44573
C -7.99603 -1.68964 -1.63606
N -7.91626 -1.93253 -0.17519
N -7.85391 -0.36019 -2.24162
C -6.40344 -0.10152 -2.63273
C -5.80835 0.88953 -1.53626
C -4.19391 1.08187 -1.64319
C -3.91761 2.63111 -1.90049
C -3.03990 3.34784 -0.74169
C -1.60890 2.66405 -0.52228
C -0.43882 3.63180 -1.10382
C 0.69428 2.78923 -1.91473
C 1.07780 3.63299 -3.24270
C 2.21673 2.78734 -3.99911
C 3.63116 2.81619 -3.26684
C 4.39028 1.42744 -3.59065
C 5.82512 1.39517 -2.86892
C 6.35680 -0.09370 -2.58293
C 7.94183 -0.21584 -2.90148
C 8.84281 -0.14053 -1.58096
C 8.56495 1.21405 -0.75666
C 7.66164 1.01526 0.54181
C 8.46056 0.27707 1.71228
C 7.59189 -0.78034 2.54133
C 6.83690 -1.85886 1.62359
C -1.30365 2.06148 0.91911
C -1.89261 0.62928 1.25244
C -1.52475 -0.56825 0.30692
O -0.95477 -0.57375 -0.77838
I -2.07940 -2.56771 1.07061
P 0.55653 2.09271 1.43431
S 1.64045 0.69319 0.66303
S -2.07072 3.20168 2.22356
O -0.98361 3.98319 2.93711
O -2.73446 2.37626 3.31254
O -3.08435 4.34097 1.56576
C -3.89749 3.66403 0.56002
N -4.70907 2.53587 1.08068
H -8.85670 -1.73136 0.20513
H -7.74610 -2.93865 -0.05268
H -8.05350 0.31059 -1.47444
H -5.87697 -1.10313 -2.61417
H -6.43234 0.37868 -3.67239
H -6.37237 1.87307 -1.55987
H -6.03351 0.42423 -0.50990
H -3.84005 0.47679 -2.54884
H -3.78364 0.66906 -0.67591
H -4.83161 3.26276 -2.11853
H -3.24992 2.69663 -2.83389
H -2.82741 4.38488 -1.19112
H -1.59157 1.78162 -1.25845
H -0.84935 4.34770 -1.90239
H 0.00790 4.30306 -0.30428
H 1.62477 2.80927 -1.27252
H 0.34050 1.75624 -2.20951
H 0.17316 3.86724 -3.88720
H 1.56937 4.63628 -2.97164
H 1.85739 1.70856 -4.02592
H 2.28776 3.16792 -5.07016
H 3.56701 2.92572 -2.13275
H 4.31352 3.66903 -3.61596
H 3.77169 0.57306 -3.13800
H 4.50258 1.28362 -4.73503
H 5.82345 1.98644 -1.89324
H 6.54470 1.94515 -3.56516
H 6.12720 -0.44582 -1.52190
H 5.78761 -0.81305 -3.27271
H 8.11822 -1.18287 -3.49092
H 8.27273 0.62966 -3.58136
H 9.93932 -0.13229 -1.88905
H 8.69153 -1.07797 -0.94842
H 9.57561 1.61104 -0.38803
H 8.13693 2.02481 -1.43374
H 7.39151 2.05836 0.93809
H 6.66433 0.49964 0.31215
H 8.80264 1.07502 2.44906
H 9.40148 -0.24290 1.31898
H 8.32894 -1.34676 3.21618
H 6.86664 -0.25162 3.23819
H 6.98061 -2.93193 1.97392
H 5.71521 -1.64791 1.73981
H 7.10384 -1.75847 0.52758
H -1.50360 0.35349 2.29873
H -3.03478 0.61736 1.37793
H 0.51109 1.85304 2.86166
H 1.14553 3.38111 1.27979
H -4.65954 4.46142 0.22828
H -5.59618 2.57328 0.56118
H -4.96266 2.66369 2.07025
C 4.81416 0.32475 -8.22472
C 5.48270 0.30917 -6.88841
N 6.00496 0.29691 -5.84071
H 5.12029 1.21114 -8.78140
H 5.09426 -0.56542 -8.78901
H 3.73103 0.34011 -8.09682
C -4.08759 2.15747 6.30130
C -5.05128 1.22866 6.96638
N -5.80621 0.50226 7.48706
H -4.00604 1.91139 5.24143
H -4.43450 3.18665 6.40235
H -3.10443 2.06618 6.76390
C -7.33752 1.48848 4.22784
C -7.40784 1.68803 2.74780
N -7.46286 1.84327 1.58968
H -6.93532 2.38382 4.70351
H -8.33485 1.29241 4.62286
H -6.69013 0.64115 4.45748
C 6.27373 -4.89155 -1.28142
C 7.61582 -4.24530 -1.16263
N 8.66563 -3.73869 -1.06880
H 5.72296 -4.77518 -0.34717
H 5.70850 -4.42518 -2.08920
H 6.39202 -5.95425 -1.49594
C 9.50337 0.94115 -6.43514
C 10.33576 0.63391 -7.63821
N 10.98622 0.39352 -8.58005
H 10.03127 0.63615 -5.53078
H 9.30311 2.01220 -6.38626
H 8.55568 0.40413 -6.49227
C -7.46230 -2.38085 8.62859
C -8.17625 -3.69168 8.54742
N -8.73519 -4.71673 8.48385
H -7.77846 -1.84104 9.52167
H -6.38577 -2.54711 8.67545
H -7.69098 -1.77847 7.74928
C -8.57305 -8.37825 7.65935
C -9.52836 -9.52739 7.69554
N -10.27561 -10.42643 7.72379
H -9.04653 -7.48801 8.07599
H -7.68463 -8.61628 8.24532
H -8.27675 -8.17490 6.62978
C -5.59939 -5.45428 1.95154
C -4.12084 -5.45973 1.73792
N -2.96340 -5.46407 1.56953
H -5.88155 -4.59699 2.56398
H -6.11175 -5.39100 0.99078
H -5.90367 -6.37064 2.45846